Version 1
8
Properties=species:S:1:pos:R:3:nbo_charge:R:1 method="wB97M-V/def2-TZVPD" gap_ev=9.3 charge=0
H -2.236 -0.937 -0.896 0.1147
C -1.207 -0.511 -0.918 0.6180
O 0.537 0.229 2.542 -0.4517
O -0.240 -1.308 -1.096 -0.7927
Tl 1.180 0.430 -1.500 0.7950
O 1.786 0.991 0.758 -0.5743
C 1.189 0.453 1.610 1.0552
O -1.009 0.653 -0.499 -0.7642

---

Version 2
8
Properties=species:S:1:pos:R:3:nbo_charge:R:1 method="wB97M-V/def2-TZVPD" gap_ev=9.5 charge=0
H -1.498 1.447 1.087 0.1262
O 0.361 -1.224 -1.588 -0.7263
O -0.257 0.802 -2.092 -0.8193
Tl -1.373 -0.676 -3.633 0.9188
O -2.557 0.592 -0.434 -0.5700
O -0.445 0.055 0.039 -0.5703
C -1.592 0.703 0.278 0.6710
C 0.101 -0.060 -1.266 0.9700

---

Name the least stable of them. version 2.